[1]
# C3H7NO2

One molecule with the formula C3H7NO2 (ωB97M-V/def2-TZVPD, the OMol25 dataset).

```
13
Properties=species:S:1:pos:R:3:forces:R:3
H 2.385867 1.139939 0.856443 -0.12 0.01 -0.04
C -1.067945 -0.801125 0.644279 0.18 -0.36 0.11
O -1.930599 0.176992 0.135821 0.00 0.22 0.02
H -1.647932 -1.726573 0.714120 0.09 0.09 -0.06
H 0.635202 2.569651 0.648585 0.06 -0.02 -0.10
O 1.381384 -0.451105 0.228897 0.02 0.10 0.08
H -0.712582 -0.563355 1.660697 -0.09 -0.04 -0.13
H -0.061346 -0.671150 -1.254738 0.06 -0.02 0.13
H -1.367663 0.972705 0.069909 -0.16 -0.06 0.00
H 0.410434 -2.106170 -0.306615 -0.07 0.15 0.02
C 1.396830 0.849645 0.492719 -0.10 0.21 0.03
N 0.403134 1.628002 0.351276 0.32 -0.15 0.06
C 0.157114 -1.045340 -0.248029 -0.19 -0.12 -0.11
```
Positions in Å, forces in eV/Å.

Properties
Structure (SMILES) ... [H]/N=C/OCCO
Kohn-Sham gap ... 10.81 eV
HOMO energy ... -0.3653 hartree
ΔE to the lowest compared entry with this formula, charge and spin ... 1.592 eV
Energy ... -323.7225 a.u.
Spin multiplicity ... 1

---

[2]
# C22H24AgN4O3S

C22H24AgN4O3S as an isolated structure at a distorted geometry (ωB97M-V/def2-TZVPD, the OMol25 dataset).

```
55
Properties=species:S:1:pos:R:3:forces:R:3
H -0.724632 -3.317032 -1.784596 -0.06 0.06 0.47
C 0.563239 1.853284 3.196135 -0.01 0.26 0.29
C -0.749119 -3.337097 -0.693421 -0.03 0.53 2.08
H 0.812939 -2.240442 -6.151685 -0.82 0.50 -0.01
H -1.195584 -1.352556 -10.733184 -0.06 -0.04 0.14
C -1.513043 0.134071 -8.363320 0.01 1.42 1.18
O 0.750768 1.710922 -1.094125 1.94 0.59 -2.34
C 0.551045 1.533840 5.626317 -0.34 -0.82 -0.05
C 0.739666 2.356523 4.494906 -0.06 -0.37 -0.37
H -0.997402 -3.152500 -7.734378 -0.55 0.02 0.30
C 0.154654 0.187155 5.492415 0.21 0.69 0.26
C -1.941286 1.043416 -9.490457 0.30 0.15 -0.02
C -1.525554 -1.300552 -8.561577 -0.29 -1.38 1.14
C -0.587051 -2.585666 1.444966 -0.51 -1.53 -1.43
N -0.306648 -1.548208 3.719379 -0.24 -0.58 -0.32
C 0.185168 -1.752957 -5.393346 1.00 0.35 1.45
C -0.329022 -1.500261 2.357570 0.57 2.60 0.47
C 0.404162 0.045697 -3.546379 -1.85 -0.13 0.92
H 0.716533 1.938960 6.627646 -0.11 -0.10 -0.39
H -1.873493 -2.014969 -6.528797 0.99 0.43 -0.52
H -0.645778 -2.313273 -4.976755 0.52 -0.17 0.39
H 1.027481 3.402151 4.657703 -0.08 -0.52 -0.22
C -1.323976 -2.139417 -7.478877 -1.56 -0.33 -1.92
H 2.000737 1.888503 -5.032487 0.14 -0.32 0.17
H -0.036047 -0.490443 6.332341 0.24 0.51 -0.18
Ag -0.194737 -0.121981 -0.364931 -0.15 0.02 0.24
N 1.436322 0.947803 -3.226300 -0.19 -0.02 -0.05
C 0.169527 0.520620 3.043395 0.02 -0.46 0.90
O 2.544593 2.569507 -2.151640 0.00 -0.59 -0.73
H -2.849236 -1.698355 -10.265141 0.31 0.06 0.48
H 4.239515 1.799198 -3.099242 -0.07 0.37 0.18
H -2.953789 0.805064 -9.838270 0.16 0.00 0.15
N -0.053751 -0.256270 1.920750 -0.27 -1.34 0.50
H 3.481066 3.230229 -3.894337 0.09 -0.14 0.31
S -1.087969 -4.796196 0.219433 0.36 1.29 0.32
O -0.528474 -0.168090 -2.750122 1.55 0.01 -1.71
C 3.300566 2.286647 -3.375033 0.72 0.55 0.68
C 2.465519 1.353668 -4.189311 -0.76 -0.16 -0.48
C -1.061240 0.626240 -7.173236 -0.90 0.08 -1.39
H -0.990058 -4.307822 2.700399 -0.07 -0.41 -0.26
C -1.798697 -1.840259 -9.957812 0.94 -0.13 -0.09
H -1.279253 0.945912 -10.360503 -0.12 0.06 0.14
H 1.281047 0.002696 -5.526245 -0.03 -0.67 0.47
C -0.006238 -0.277978 4.198396 0.07 -0.09 -0.53
N -0.537507 -2.279659 0.086092 -0.13 -1.88 -0.76
H -1.590101 -2.913349 -10.000653 -0.08 0.14 0.04
C 1.512213 1.726771 -2.077189 -1.47 0.17 1.76
C 0.612790 -0.571152 -4.872485 0.59 -0.54 -0.93
H -0.894234 1.698464 -7.059289 -0.38 -0.21 0.18
H 0.732661 2.451267 2.304110 -0.05 0.08 0.24
H 3.016751 0.481725 -4.550732 0.00 0.30 0.06
H -0.473277 -2.393726 4.253699 0.08 0.46 0.01
H -1.931716 2.087602 -9.156549 0.00 -0.25 -0.15
C -0.888621 -3.906680 1.702875 0.22 0.91 -0.58
H -0.934331 -0.041046 -6.330821 0.20 0.55 -0.50
```
Positions in Å, forces in eV/Å.

Properties
Kohn-Sham gap ... 7.19 eV
HOMO energy ... -0.3764 hartree
Total charge ... +1
Energy ... -1842.3574 a.u.
Spin multiplicity ... 1

---

[3]
# C26H42N2O

One molecule with the formula C26H42N2O (ωB97M-V/def2-TZVPD, the OMol25 dataset).

```
71
Properties=species:S:1:pos:R:3:forces:R:3
H -2.733186 -3.656575 -0.358423 -0.12 -0.12 0.09
C 1.478030 4.234641 -0.043120 -0.18 -0.25 -0.17
C -1.652438 -1.400251 -2.410005 0.39 0.32 0.11
C -4.426574 -1.595706 1.740406 0.13 0.11 0.18
H 4.150687 1.618902 1.922259 0.06 -0.01 0.08
C 2.125614 2.906183 0.351724 0.27 0.40 -0.08
H -0.504677 2.468954 0.780027 0.06 -0.07 0.13
H -2.954110 -0.778817 3.079555 0.05 -0.01 0.11
C 0.121448 -0.120876 -1.360655 -0.01 0.04 -0.01
H 0.758243 0.089068 -0.514962 0.11 0.06 0.10
C 0.580952 -3.204070 1.094888 -0.10 0.04 0.36
H -5.145949 0.993982 1.926642 -0.09 0.06 0.01
C 3.783684 0.415621 0.182114 0.40 0.02 0.29
H -3.285354 3.387101 1.786519 -0.07 0.06 0.05
C -3.995513 -0.595699 2.806347 -0.24 0.10 -0.09
H -2.643676 4.197650 -0.517542 0.02 0.01 -0.10
H -5.468269 -1.434907 1.470042 -0.13 -0.02 -0.06
C 3.651282 2.960535 0.307616 -0.11 -0.24 0.26
H -1.342896 -2.563755 1.786634 -0.02 0.05 0.09
C 0.047061 4.060533 -0.555195 0.12 0.08 0.35
H 1.484647 4.917867 0.808755 0.06 0.09 0.02
H 3.702927 0.572439 -0.897122 -0.12 -0.01 -0.09
C -2.296301 3.241273 -0.117634 -0.03 0.06 0.36
H 0.243304 -4.165933 0.691289 0.00 0.07 0.10
C -0.898719 3.435108 0.466971 -0.10 0.06 -0.47
H 2.070698 4.696017 -0.837480 0.07 0.07 0.03
H -4.073713 1.508767 3.226261 -0.06 0.08 0.00
C -0.602790 0.341453 -3.621341 -0.11 -0.04 -0.14
C 4.675930 -0.794466 0.444238 -0.25 -0.01 -0.16
H -3.174975 -2.841826 -2.681246 0.08 0.05 0.07
C -0.824924 -1.142640 -1.289834 -0.30 -0.10 -0.37
H -4.604198 -0.751629 3.700412 0.08 -0.03 0.06
H -4.317111 2.826997 0.472801 -0.07 0.02 0.07
C -1.550149 -0.658367 -3.580137 -0.05 0.03 -0.11
H 5.389441 1.758607 0.677245 0.06 -0.04 0.08
H 4.000762 3.813505 0.894348 0.03 0.09 -0.06
H -0.230085 -1.235608 1.423202 -0.02 0.03 0.12
H -2.107534 1.182183 1.779180 0.12 -0.08 0.00
C -2.191926 -2.844850 -0.806035 0.22 0.02 0.28
H -0.494292 0.936134 -4.516221 0.00 0.03 -0.08
H 1.806636 2.621824 1.355976 -0.08 -0.14 0.04
H -3.817433 -1.494934 0.846252 0.02 -0.04 -0.13
H -0.957422 4.078380 1.348217 0.02 0.00 0.13
N 1.714952 -2.733635 0.334514 -0.45 -0.05 -0.25
H 1.558040 -2.517155 -0.637052 0.19 0.01 0.02
H 0.959206 1.392226 -2.605724 0.07 0.08 0.03
H -4.323476 -2.613495 2.111301 -0.01 -0.16 -0.04
C 2.928795 -2.533018 0.896366 0.16 0.01 -0.53
H 1.781857 2.140190 -0.342885 -0.10 -0.17 0.00
H -0.344257 5.037553 -0.850748 -0.07 -0.01 -0.08
H 2.787270 0.197429 0.569683 -0.15 0.01 -0.08
O 3.139635 -2.720238 2.077326 0.20 0.03 0.39
C 0.224776 0.603838 -2.525517 0.18 0.15 0.07
H 3.969121 3.120314 -0.726168 0.03 0.07 -0.05
H -3.137162 0.649774 0.451796 0.08 -0.08 -0.09
C -0.588363 -2.208463 1.083194 0.14 -0.33 -0.15
C 4.311756 1.687879 0.844367 -0.15 0.08 -0.29
H 3.629678 -1.944035 -1.070708 0.01 -0.03 -0.06
C -3.316656 2.741494 0.905157 0.18 -0.18 -0.28
H 5.640880 -0.651409 -0.046612 0.03 0.00 0.03
H -2.190071 -0.861330 -4.426431 -0.04 0.01 -0.10
N -2.471390 -2.441732 -2.084859 -0.28 -0.17 -0.24
C -4.149061 0.856241 2.352663 0.33 -0.21 0.04
H 4.767439 -2.881085 -0.083833 -0.09 -0.06 -0.05
C -1.195334 -2.078048 -0.274708 -0.21 -0.16 0.14
C -3.097426 1.291872 1.333649 -0.35 0.27 0.15
H 4.851713 -0.900196 1.516421 0.08 -0.01 0.00
C 4.021410 -2.083554 -0.061647 0.20 0.10 0.33
H -2.241858 2.535114 -0.950240 -0.01 0.00 -0.11
H 0.062244 3.430564 -1.447806 -0.01 0.00 -0.10
H 0.939995 -3.351189 2.116191 -0.06 -0.06 -0.14
```
Positions in Å, forces in eV/Å.

Properties
Structure (SMILES) ... CCCCCCCCCCCCCCCC(=O)NCCc1c[nH]c2ccccc12
Kohn-Sham gap ... 8.72 eV
HOMO energy ... -0.2966 hartree
ΔE to the lowest compared entry with this formula, charge and spin ... 0.121 eV
Energy ... -1200.7261 a.u.
Spin multiplicity ... 1

---

[4]
# C6H13O3SSn

C6H13O3SSn as an isolated structure at a distorted geometry (ωB97M-V/def2-TZVPD, the OMol25 dataset).

```
24
Properties=species:S:1:pos:R:3:forces:R:3
C 0.981007 0.501490 -0.204610 1.84 0.08 -0.07
H -1.413758 1.633382 -0.825325 0.19 0.39 -0.20
H 0.466076 1.028082 -2.253417 0.41 0.24 -0.06
Sn 0.973580 2.302220 1.348202 -0.66 1.60 2.31
O -2.817100 1.950041 1.017295 0.76 1.51 -1.04
S -2.051241 0.840341 1.453603 -1.99 -0.76 -1.51
H -1.819019 0.439671 -2.006350 -0.50 0.09 -0.13
H 1.302113 -2.250803 1.122204 -0.20 -0.37 0.28
H -1.122988 -1.084043 0.283429 0.40 -0.23 0.43
O -2.681523 0.073960 2.412099 -0.82 -2.46 3.04
H 0.747644 -2.156101 -0.536579 -0.36 0.00 -0.25
H -2.727683 -0.767663 -0.182028 -0.67 0.30 0.11
H 0.479712 -0.643457 -1.892000 -0.54 -0.59 -0.10
H 2.485690 -0.300865 1.098273 0.45 -0.07 0.14
C 0.218120 0.313876 -1.478683 -1.15 1.17 0.34
C 1.584632 -1.984296 0.117225 0.04 0.40 0.35
H 1.558277 1.495094 -0.304168 0.03 -1.05 -1.09
C -1.254918 0.595673 -1.097533 0.10 -1.41 -1.59
H 0.258697 0.612352 0.637403 0.49 -1.53 -1.11
C 2.076828 -0.539937 0.118789 -0.53 0.41 -0.20
H 2.367421 -2.639398 -0.221190 0.37 -0.28 0.05
O -0.658884 1.269300 1.997727 0.94 1.01 0.12
C -1.793081 -0.280542 0.028429 0.98 1.45 0.28
H 2.840399 -0.408377 -0.632796 0.41 0.08 -0.10
```
Positions in Å, forces in eV/Å.

Properties
Kohn-Sham gap ... 7.46 eV
HOMO energy ... -0.5192 hartree
Total charge ... +1
Energy ... -1074.2661 a.u.
Spin multiplicity ... 1

---

[5]
# C2H5BrN3

An isolated ion of composition C2H5BrN3 and charge +1 at a distorted geometry (ωB97M-V/def2-TZVPD, the OMol25 dataset).

```
11
Properties=species:S:1:pos:R:3:forces:R:3
H -0.496888 -1.657688 -0.971232 -0.51 -0.97 -2.65
N -0.841799 -0.575763 0.708447 -2.90 1.17 0.49
C -0.008948 -1.337487 -0.128296 0.00 0.13 3.68
H 0.870583 2.420721 0.776838 0.37 -1.61 -1.52
Br -0.100153 2.683435 -1.574463 0.52 -0.65 0.43
C 0.785595 1.762609 -0.171626 -0.82 2.88 1.32
H 0.388063 -2.171960 0.454071 0.01 -0.25 -0.41
H -1.335741 -1.084590 1.467410 0.86 0.35 -0.82
H -1.592796 -0.039903 0.194187 1.16 -0.90 0.73
N 1.154097 0.586924 -0.275136 -0.35 -1.30 -0.35
N 1.177987 -0.586299 -0.480201 1.67 1.17 -0.91
```
Positions in Å, forces in eV/Å.

Properties
Structure (SMILES) ... NCN=[N+]=CBr
Kohn-Sham gap ... 8.75 eV
HOMO energy ... -0.5528 hartree
ΔE to the lowest compared entry with this formula, charge and spin ... 3.040 eV
Total charge ... +1
Energy ... -2817.1124 a.u.
Spin multiplicity ... 1